[1]
DFT (the ωB97M-V functional and the def2-TZVPD basis) results for a molecular structure, C3H5KLiO4 at a distorted geometry.

```
14
Properties=species:S:1:pos:R:3:mulliken_spin:R:1
O 2.358 -1.833 1.282 1.00
C 0.385 -1.315 0.548 -0.04
O 0.465 -2.177 -0.565 0.02
O -0.348 -1.689 1.550 0.02
O 0.251 -0.051 -0.043 0.00
C -0.882 0.755 0.280 0.00
C -0.770 2.113 -0.432 0.00
H -1.806 0.263 -0.035 0.00
H -0.936 0.942 1.356 0.00
H -0.898 2.016 -1.510 0.00
H -1.548 2.795 -0.087 0.00
H 0.197 2.584 -0.250 0.00
K 2.994 -3.759 -0.130 -0.01
Li 0.540 -0.644 -1.965 0.00
```

Properties
Molar mass: 151.11 g mol⁻¹
E_tot: -27908.9452 eV
Charge: 0
Spin multiplicity: 2
Kohn-Sham gap (alpha / beta): 6.60 / 6.02 eV
LUMO energy (alpha / beta): -0.85 / -0.84 eV
ΔE to the lowest compared entry with this formula, charge and spin: 59.0 kcal/mol

---

[2]
DFT (the ωB97M-V functional and the def2-TZVPD basis) results for a molecular structure, C3H5LiMgO3 at a distorted geometry.

```
13
Properties=species:S:1:pos:R:3:mulliken_spin:R:1
H -2.095 2.547 -0.215 -0.01
O 1.504 0.192 -0.497 0.00
C 0.956 -0.857 0.264 -0.01
C -0.544 -0.931 0.160 0.07
O -1.136 0.086 1.093 0.00
C -1.553 1.184 0.737 0.82
O -1.845 1.571 -0.420 0.11
Mg 2.377 1.680 0.247 0.00
Li 1.643 -0.250 -2.294 0.00
H 1.239 -0.792 1.327 0.00
H 1.319 -1.839 -0.089 0.00
H -0.934 -1.885 0.527 0.00
H -0.931 -0.706 -0.840 0.01
```

Properties
Molar mass: 120.32 g mol⁻¹
E_tot: -14950.2133 eV
Charge: +3
Spin multiplicity: 2
Kohn-Sham gap (alpha / beta): 7.86 / 8.52 eV
LUMO energy (alpha / beta): -15.38 / -15.41 eV
ΔE to the lowest compared entry with this formula, charge and spin: 15.4 kcal/mol

---

[3]
DFT (the ωB97M-V functional and the def2-TZVPD basis) results for a molecular structure, C3H5LiO3Rh at a distorted geometry.

```
13
Properties=species:S:1:pos:R:3:mulliken_spin:R:1
H 0.416 0.664 0.587 0.07
O -0.219 0.051 1.151 0.10
C -1.471 0.194 0.322 -0.01
C -1.223 1.403 -0.516 0.78
C 2.886 -1.378 -1.433 -0.15
O 1.997 -1.444 -0.681 0.46
O 3.752 -1.319 -2.185 0.69
Rh -0.235 0.447 3.040 2.89
Li 0.570 -2.015 0.503 0.01
H -2.307 0.335 1.018 0.07
H -1.549 -0.714 -0.286 0.03
H -0.922 2.327 -0.021 0.03
H -1.695 1.448 -1.498 0.03
```

Properties
Molar mass: 198.92 g mol⁻¹
E_tot: -12484.5512 eV
Charge: +4
Spin multiplicity: 6
Kohn-Sham gap (alpha / beta): 6.47 / 4.36 eV
LUMO energy (alpha / beta): -18.35 / -24.77 eV
ΔE to the lowest compared entry with this formula, charge and spin: 0.0 kcal/mol

---

[4]
DFT (the ωB97M-V functional and the def2-TZVPD basis) results for a molecular structure, C3H5LiO4Tl at a distorted geometry.

```
14
Properties=species:S:1:pos:R:3:mulliken_spin:R:1
O 0.363 -0.569 0.020 0.00
C 1.794 -0.810 -0.169 0.00
C -0.175 0.496 -0.468 0.02
O 2.415 -0.714 0.884 0.00
O 2.177 -0.990 -1.314 0.00
C -1.600 0.756 -0.254 -0.03
Tl 4.664 -1.696 -1.748 0.00
H 0.497 1.330 -0.709 0.00
H -1.718 1.502 0.550 0.02
H -1.598 -0.190 -1.057 0.03
H -1.935 1.455 -1.060 0.01
Li 2.060 -0.433 2.665 0.00
O -3.228 -0.421 1.093 0.98
H -3.714 0.283 1.566 -0.02
```

Properties
Molar mass: 316.39 g mol⁻¹
E_tot: -16259.9886 eV
Charge: +2
Spin multiplicity: 2
Kohn-Sham gap (alpha / beta): 9.21 / 8.37 eV
LUMO energy (alpha / beta): -8.76 / -8.75 eV
ΔE to the lowest compared entry with this formula, charge and spin: 82.5 kcal/mol

---

[5]
DFT (the ωB97M-V functional and the def2-TZVPD basis) results for C3H5N in the gas phase at a distorted geometry.

```
9
Properties=species:S:1:pos:R:3:nbo_charge:R:1
C -0.446 0.803 -0.144 -0.06
C -1.372 -0.186 -0.408 -0.43
C 1.553 -0.345 0.505 -0.02
N 0.983 0.771 0.184 -0.43
H -0.664 1.853 -0.544 0.20
H -1.385 -1.307 0.191 0.20
H -2.333 0.091 -0.883 0.22
H 2.586 -0.370 0.287 0.17
H 1.077 -1.311 0.813 0.15
```

Properties
Molar mass: 55.08 g mol⁻¹
E_tot: -4679.2758 eV
Charge: 0
Spin multiplicity: 1
Kohn-Sham gap: 9.44 eV
SMILES: C=CN=C
LUMO energy: 0.22 eV
ΔE to the lowest compared entry with this formula, charge and spin: 59.5 kcal/mol

---

[6]
DFT (the ωB97M-V functional and the def2-TZVPD basis) results for C3H5N in the gas phase at a distorted geometry.

```
9
Properties=species:S:1:pos:R:3:nbo_charge:R:1
C 2.253 -0.282 0.359 -0.05
C -0.070 0.314 -0.540 -0.07
C -1.275 -0.311 0.046 -0.67
N 1.139 0.093 -0.059 -0.30
H 2.872 0.218 1.160 0.19
H -0.022 1.106 -1.250 0.20
H -1.454 -1.350 -0.349 0.24
H -2.102 0.167 -0.457 0.22
H -1.341 0.047 1.091 0.24
```

Properties
Molar mass: 55.08 g mol⁻¹
E_tot: -4678.8463 eV
Charge: 0
Spin multiplicity: 1
Kohn-Sham gap: 8.70 eV
LUMO energy: 1.07 eV
ΔE to the lowest compared entry with this formula, charge and spin: 69.4 kcal/mol

---

[7]
DFT (the ωB97M-V functional and the def2-TZVPD basis) results for a gas-phase ion, C3H5N2 (charge +1) at a distorted geometry.

```
10
Properties=species:S:1:pos:R:3:nbo_charge:R:1
C -1.808 -0.527 0.410 0.25
C 0.550 -1.014 0.328 -0.02
C 0.358 1.143 -0.522 -0.08
N -0.727 -0.993 0.475 -0.22
N 1.087 0.116 -0.194 -0.39
H -2.647 0.027 0.680 0.28
H 1.084 -1.884 0.648 0.26
H -0.796 0.888 -0.636 0.20
H 0.799 2.000 -1.057 0.25
H 2.099 0.244 -0.131 0.47
```

Properties
Molar mass: 69.09 g mol⁻¹
E_tot: -6161.3324 eV
Charge: +1
Spin multiplicity: 1
Kohn-Sham gap: 8.11 eV
LUMO energy: -5.18 eV
ΔE to the lowest compared entry with this formula, charge and spin: 105.2 kcal/mol

---

[8]
DFT (the ωB97M-V functional and the def2-TZVPD basis) results for a gas-phase ion, C3H5N2 (charge +1) at a distorted geometry.

```
10
Properties=species:S:1:pos:R:3:nbo_charge:R:1
C -0.868 0.882 0.015 0.45
C -1.729 -0.095 0.049 -0.55
C 1.155 -0.728 0.010 0.09
N 0.276 1.479 0.036 -0.29
N 1.277 0.561 0.041 -0.22
H -2.357 -0.149 0.928 0.30
H -2.374 -0.339 -0.906 0.32
H 0.326 -1.272 -0.281 0.24
H 2.093 -1.210 0.077 0.23
H 2.201 0.871 0.031 0.44
```

Properties
Molar mass: 69.09 g mol⁻¹
E_tot: -6160.8797 eV
Charge: +1
Spin multiplicity: 1
Kohn-Sham gap: 9.51 eV
SMILES: C=C=N[NH+]=C
LUMO energy: -6.27 eV
ΔE to the lowest compared entry with this formula, charge and spin: 115.6 kcal/mol